C36H92N6O13 | ωB97M-V with the def2-TZVPD basis set

Computed properties:
Net charge ... 0
ΔE to the lowest compared entry with this formula, charge and spin ... 110.0 kcal per mole
Gap between HOMO and LUMO ... 8.62 eV
E_LUMO ... 0.419 eV
HOMO energy ... -8.20 eV
SMILES ... COCCNCCOC.COCCNCCOC.COCCNCCOC.COCCNCCOC.COCCNCCOC.COCCNCCOC.O
Spin multiplicity ... 1

Bonds (Å) are listed after each position.
Atoms and positions in Å:
1 C 1.501 2.742 1.166  O2 1.377, H10 1.090, H11 1.090, H12 1.090
2 O 0.940 2.888 2.415  C1 1.377, C3 1.375
3 C -0.305 3.467 2.488  O2 1.375, C4 1.478, H13 1.090, H14 1.090
4 C -0.825 3.370 3.868  C3 1.478, N5 1.475, H15 1.090, H16 1.090
5 N -0.052 4.214 4.797  C4 1.475, C6 1.449, H17 1.010
6 C -0.337 3.879 6.177  N5 1.449, C7 1.511, H18 1.090, H19 1.090
7 C 0.563 4.463 7.241  C6 1.511, O8 1.468, H20 1.090, H21 1.090
8 O 1.930 3.933 7.316  C7 1.468, C9 1.424
9 C 2.050 2.570 7.710  O8 1.424, H22 1.090, H23 1.090, H24 1.090
10 H 1.311 3.469 0.376  C1 1.090
11 H 0.984 1.832 0.863  C1 1.090
12 H 2.566 2.507 1.145  C1 1.090
13 H -0.921 3.047 1.693  C3 1.090
14 H -0.189 4.507 2.185  C3 1.090
15 H -0.619 2.348 4.189  C4 1.090
16 H -1.879 3.618 3.993  C4 1.090
17 H 0.901 3.933 4.621  N5 1.010
18 H -0.525 2.816 6.329  C6 1.090
19 H -1.259 4.331 6.544  C6 1.090
20 H 0.167 4.368 8.252  C7 1.090
21 H 0.626 5.529 7.024  C7 1.090
22 H 3.048 2.231 7.433  C9 1.090
23 H 1.383 1.861 7.220  C9 1.090
24 H 1.986 2.599 8.798  C9 1.090
25 C 2.605 0.174 -1.316  O26 1.452, H34 1.090, H35 1.090, H36 1.090
26 O 3.931 0.318 -1.888  C25 1.452, C27 1.404
27 C 3.940 0.292 -3.291  O26 1.404, C28 1.558, H37 1.090, H38 1.090
28 C 5.366 -0.111 -3.772  C27 1.558, N29 1.497, H39 1.090, H40 1.090
29 N 5.648 -1.561 -3.528  C28 1.497, C30 1.447, H41 1.010
30 C 6.002 -1.753 -2.138  N29 1.447, C31 1.532, H42 1.090, H43 1.090
31 C 6.611 -3.101 -1.736  C30 1.532, O32 1.437, H44 1.090, H45 1.090
32 O 7.910 -3.149 -2.349  C31 1.437, C33 1.429
33 C 8.462 -4.443 -2.601  O32 1.429, H46 1.090, H47 1.090, H48 1.090
34 H 2.262 -0.826 -1.584  C25 1.090
35 H 1.894 0.891 -1.726  C25 1.090
36 H 2.702 0.351 -0.244  C25 1.090
37 H 3.700 1.256 -3.741  C27 1.090
38 H 3.211 -0.426 -3.667  C27 1.090
39 H 6.184 0.505 -3.399  C28 1.090
40 H 5.510 -0.041 -4.850  C28 1.090
41 H 6.405 -1.883 -4.114  N29 1.010
42 H 5.012 -1.649 -1.695  C30 1.090
43 H 6.567 -0.884 -1.802  C30 1.090
44 H 5.885 -3.796 -2.158  C31 1.090
45 H 6.678 -3.175 -0.650  C31 1.090
46 H 9.404 -4.322 -3.135  C33 1.090
47 H 7.780 -5.007 -3.238  C33 1.090
48 H 8.719 -4.968 -1.681  C33 1.090
49 C -7.715 6.986 0.285  O50 1.408, H58 1.090, H59 1.090, H60 1.090
50 O -7.222 5.754 0.758  C49 1.408, C51 1.428
51 C -7.854 5.243 1.933  O50 1.428, C52 1.576, H61 1.090, H62 1.090
52 C -7.234 3.889 2.450  C51 1.576, N53 1.495, H63 1.090, H64 1.090
53 N -5.935 3.969 3.186  C52 1.495, C54 1.502, H65 1.010
54 C -4.774 4.415 2.343  N53 1.502, C55 1.514, H66 1.090, H67 1.090
55 C -4.463 3.577 1.121  C54 1.514, O56 1.468, H68 1.090, H69 1.090
56 O -4.135 2.191 1.474  C55 1.468, C57 1.453
57 C -3.215 1.586 0.524  O56 1.453, H70 1.090, H71 1.090, H72 1.090
58 H -7.450 7.063 -0.769  C49 1.090
59 H -7.270 7.831 0.810  C49 1.090
60 H -8.799 7.097 0.300  C49 1.090
61 H -8.943 5.253 1.978  C51 1.090
62 H -7.652 5.949 2.737  C51 1.090
63 H -7.256 3.128 1.671  C52 1.090
64 H -8.089 3.566 3.044  C52 1.090
65 H -5.736 3.016 3.453  N53 1.010
66 H -3.950 4.365 3.054  C54 1.090
67 H -5.004 5.451 2.092  C54 1.090
68 H -3.614 4.131 0.719  C55 1.090
69 H -5.208 3.642 0.328  C55 1.090
70 H -3.598 1.508 -0.493  C57 1.090
71 H -2.920 0.613 0.917  C57 1.090
72 H -2.332 2.200 0.352  C57 1.090
73 C -1.359 -5.101 -1.438  O74 1.399, H82 1.090, H83 1.090, H84 1.090
74 O -1.185 -3.842 -2.023  C73 1.399, C75 1.474
75 C -2.307 -2.891 -2.111  O74 1.474, C76 1.509, H85 1.090, H86 1.090
76 C -2.880 -2.652 -0.735  C75 1.509, N77 1.419, H87 1.090, H88 1.090
77 N -1.828 -2.199 0.102  C76 1.419, C78 1.458, H89 1.010
78 C -2.187 -2.064 1.508  N77 1.458, C79 1.536, H90 1.090, H91 1.090
79 C -2.267 -3.355 2.337  C78 1.536, O80 1.441, H92 1.090, H93 1.090
80 O -0.997 -4.035 2.296  C79 1.441, C81 1.376
81 C -1.053 -5.175 3.065  O80 1.376, H94 1.090, H95 1.090, H96 1.090
82 H -0.603 -5.752 -1.878  C73 1.090
83 H -2.277 -5.508 -1.862  C73 1.090
84 H -1.411 -5.205 -0.354  C73 1.090
85 H -3.049 -3.412 -2.715  C75 1.090
86 H -2.013 -1.929 -2.531  C75 1.090
87 H -3.328 -3.570 -0.355  C76 1.090
88 H -3.677 -1.912 -0.810  C76 1.090
89 H -1.192 -2.979 0.190  N77 1.010
90 H -3.078 -1.453 1.650  C78 1.090
91 H -1.406 -1.417 1.908  C78 1.090
92 H -3.059 -4.001 1.959  C79 1.090
93 H -2.572 -3.150 3.363  C79 1.090
94 H -1.904 -5.728 2.667  C81 1.090
95 H -1.230 -4.825 4.083  C81 1.090
96 H -0.198 -5.800 2.807  C81 1.090
97 C 1.936 -1.675 1.789  O98 1.467, H106 1.090, H107 1.090, H108 1.090
98 O 2.459 -2.370 0.607  C97 1.467, C99 1.430
99 C 1.775 -3.583 0.285  O98 1.430, C100 1.548, H109 1.090, H110 1.090
100 C 1.981 -3.925 -1.211  C99 1.548, N101 1.456, H111 1.090, H112 1.090
101 N 3.140 -4.762 -1.484  C100 1.456, C102 1.458, H113 1.010
102 C 2.944 -6.154 -1.096  N101 1.458, C103 1.560, H114 1.090, H115 1.090
103 C 4.171 -6.941 -1.650  C102 1.560, O104 1.428, H116 1.090, H117 1.090
104 O 5.196 -6.708 -0.683  C103 1.428, C105 1.414
105 C 6.440 -7.010 -1.283  O104 1.414, H118 1.090, H119 1.090, H120 1.090
106 H 1.036 -1.100 1.573  C97 1.090
107 H 2.687 -0.974 2.154  C97 1.090
108 H 1.890 -2.411 2.591  C97 1.090
109 H 0.696 -3.449 0.364  C99 1.090
110 H 2.237 -4.306 0.958  C99 1.090
111 H 2.296 -2.985 -1.664  C100 1.090
112 H 1.089 -4.325 -1.693  C100 1.090
113 H 4.012 -4.388 -1.137  N101 1.010
114 H 2.069 -6.574 -1.593  C102 1.090
115 H 2.929 -6.368 -0.028  C102 1.090
116 H 4.307 -6.576 -2.668  C103 1.090
117 H 3.894 -7.983 -1.807  C103 1.090
118 H 7.300 -6.833 -0.638  C105 1.090
119 H 6.599 -6.451 -2.206  C105 1.090
120 H 6.352 -8.029 -1.662  C105 1.090
121 C 0.619 -1.424 -4.679  O122 1.430, H130 1.090, H131 1.090, H132 1.090
122 O 0.769 -0.165 -4.017  C121 1.430, C123 1.457
123 C -0.502 0.547 -3.969  O122 1.457, C124 1.526, H133 1.090, H134 1.090
124 C -0.157 1.941 -3.454  C123 1.526, N125 1.479, H135 1.090, H136 1.090
125 N -1.059 3.091 -3.681  C124 1.479, C126 1.427, H137 1.010
126 C -2.355 2.904 -3.116  N125 1.427, C127 1.554, H138 1.090, H139 1.090
127 C -3.241 4.153 -3.379  C126 1.554, O128 1.421, H140 1.090, H141 1.090
128 O -2.528 5.204 -2.743  C127 1.421, C129 1.447
129 C -3.402 6.333 -2.509  O128 1.447, H142 1.090, H143 1.090, H144 1.090
130 H 1.641 -1.803 -4.679  C121 1.090
131 H 0.321 -1.234 -5.710  C121 1.090
132 H 0.049 -2.143 -4.090  C121 1.090
133 H -1.293 0.088 -3.376  C123 1.090
134 H -0.886 0.630 -4.986  C123 1.090
135 H 0.765 2.242 -3.950  C124 1.090
136 H 0.053 1.865 -2.387  C124 1.090
137 H -0.716 3.952 -3.279  N125 1.010
138 H -2.337 2.690 -2.047  C126 1.090
139 H -2.838 2.084 -3.648  C126 1.090
140 H -4.219 3.830 -3.021  C127 1.090
141 H -3.268 4.324 -4.455  C127 1.090
142 H -4.038 6.503 -3.378  C129 1.090
143 H -2.845 7.224 -2.221  C129 1.090
144 H -4.222 6.161 -1.812  C129 1.090
145 O -0.654 0.116 -0.746  H146 0.957, H147 0.957
146 H 0.106 -0.363 -1.076  O145 0.957
147 H -1.203 -0.555 -0.340  O145 0.957